No. 1
DFT (ωB97M-V with the def2-TZVPD basis set) results for C11H30ClIO2P3Y as an isolated structure in a non-equilibrium geometry.

Frontier orbital gap (alpha / beta) in eV: 3.27 / 3.26
ΔE to the lowest compared entry with this formula, charge and spin in kJ/mol: 106.00
HOMO level (alpha / beta) in eV: -11.215 / -11.206

```
! wB97M-V def2-TZVPD RIJCOSX def2/J DEFGRID3
* xyz 2 1
C -0.3247 -0.2026 -5.7477
C 0.2010 -1.1064 -4.6628
H -0.4638 0.8221 -5.3886
H -1.2511 -0.5939 -6.2076
H 0.4262 -0.1730 -6.5521
O 0.4008 -0.7874 -3.4824
I -0.5693 -3.2458 -2.9164
Y 0.0372 0.8425 -0.0507
P 2.3887 -0.3388 -0.4438
C 3.6777 0.3041 0.6774
C 2.4701 -2.1245 -0.1686
H 3.4075 -2.5407 -0.5751
H 4.1130 -0.6954 -2.0641
H 1.6020 -2.5812 -0.6815
H 2.4734 -0.5187 -2.8470
H 3.5300 -0.0853 1.6961
H 2.4032 -2.3327 0.9171
C 3.1542 -0.1347 -2.0716
H 4.6601 -0.0129 0.2952
H 3.3166 0.9403 -2.2701
H 3.6489 1.4027 0.7211
P -2.3423 -0.3364 -0.4308
C -3.6369 0.4540 0.5882
C -2.9518 -0.1728 -2.1337
H -1.7876 -2.6712 -0.4756
H -3.5590 -2.4404 -0.4018
H -2.5562 -2.2023 1.0949
C -2.5986 -2.0812 -0.0032
H -2.1939 -0.5728 -2.8356
H -3.8861 -0.7717 -2.1970
H -4.6167 0.1535 0.1905
H -3.5521 1.5490 0.5626
H -3.1250 0.8976 -2.3621
H -3.5522 0.1228 1.6341
Cl 0.8993 -2.5514 -5.5308
C 1.5219 0.9074 4.1824
P 0.0032 1.5800 3.4815
C -1.5173 0.9481 4.1764
C 0.0311 3.3572 3.5708
O 0.0049 1.0600 1.9989
H 2.3849 1.1484 3.5261
H 1.4441 -0.1915 4.2461
H 1.7249 1.2924 5.1983
H -2.3639 1.2106 3.5197
H -1.4686 -0.1455 4.2430
H -1.7129 1.3358 5.1869
H 0.9251 3.7822 3.0913
H -0.8493 3.7987 3.0833
H 0.0294 3.7018 4.6193
*
```

=====

No. 2
DFT (ωB97M-V with the def2-TZVPD basis set) results for C11H30FeGeO4S4Si3 as an isolated structure in a non-equilibrium geometry.

Frontier orbital gap (alpha / beta) in eV: 4.84 / 4.85
HOMO level (alpha / beta) in eV: -0.515 / -0.528

```
! wB97M-V def2-TZVPD RIJCOSX def2/J DEFGRID3
* xyz -2 5
Fe -6.6756 -15.5699 -1.9743
S -1.8948 -13.1329 -2.6686
C -3.1973 -14.2583 -2.6127
S -4.1966 -15.3815 -3.4884
S -3.8970 -14.5196 -0.9527
O -7.6750 -14.2328 -1.1558
C -8.5040 -19.2499 -1.4281
S -7.1455 -18.2263 -2.0922
O -6.3538 -19.1982 -2.8249
O -6.3736 -17.6277 -0.9630
O -7.8828 -17.0921 -2.7444
H -8.3069 -19.5775 -0.4143
H -8.5455 -20.1379 -2.1028
H -9.4562 -18.7333 -1.4453
C -9.9481 -13.8037 -0.9895
Si -8.2288 -13.1293 -0.1299
C -8.2733 -11.2572 -1.0810
C -8.5251 -12.8335 1.9651
Ge -5.3927 -13.7395 1.3652
Si -3.9006 -11.5709 1.6645
C -2.0739 -12.4763 1.9295
C -4.2809 -10.4186 3.0830
C -3.7624 -10.7248 -0.1224
Si -5.5415 -15.7721 2.9651
C -7.0536 -16.5749 2.2021
C -5.7346 -15.2951 4.8057
C -3.8416 -16.4662 2.4538
H -10.7956 -13.0694 -0.8812
H -10.2638 -14.7818 -0.5987
H -9.7765 -13.9858 -2.0773
H -9.3326 -10.9628 -1.2978
H -7.8102 -11.3299 -2.0962
H -7.7562 -10.4551 -0.5005
H -9.5048 -12.3287 1.9349
H -7.7633 -12.1190 2.2825
H -8.5950 -13.7572 2.4984
H -2.2337 -13.1857 2.7707
H -1.3723 -11.7466 2.4238
H -1.6768 -13.0405 1.0743
H -3.9404 -10.7500 4.0762
H -5.2898 -10.0173 3.2225
H -3.6459 -9.5294 2.8000
H -3.2912 -11.2435 -0.9766
H -3.3261 -9.6712 -0.0023
H -4.7686 -10.4068 -0.4295
H -8.0612 -16.1568 2.3947
H -7.0481 -17.6386 2.4829
H -6.9744 -16.6199 1.0857
H -6.4313 -14.4608 4.9216
H -4.7752 -14.9569 5.2551
H -6.0946 -16.1453 5.4106
H -3.9735 -17.5633 2.5257
H -3.0518 -16.1140 3.1574
H -3.5918 -16.2209 1.4055
*
```

=====

No. 3
DFT (ωB97M-V with the def2-TZVPD basis set) results for a 3-piece molecular cluster, C11H30NO4PSi overall in a non-equilibrium geometry.

Frontier orbital gap in eV: 8.25
SMILES: CCP(C)[SiH2]ON=O.CCOCC.CCOCC
HOMO level in eV: -8.254

```
! wB97M-V def2-TZVPD RIJCOSX def2/J DEFGRID3
* xyz 0 1
C -3.4371 1.6843 -0.7018
C -2.1431 1.2335 -1.4599
P -1.4672 -0.3696 -0.7680
C 0.4048 -0.3834 -1.0376
Si -2.2033 -2.0511 -2.0087
O -3.2811 -2.9905 -1.0022
N -4.1533 -2.1391 -0.3563
O -4.8681 -1.5706 -1.1000
H -3.3757 1.3501 0.3390
H -3.5070 2.7698 -0.7994
H -4.3098 1.1922 -1.1405
H -2.4153 1.0610 -2.5127
H -1.4240 2.0605 -1.4402
H 0.6479 0.5061 -1.6303
H 0.7465 -1.2794 -1.5616
H 0.8553 -0.3316 -0.0440
H -1.0488 -2.8189 -2.4904
H -2.9422 -1.5870 -3.1897
C 1.9118 6.3581 -0.0674
C 0.6980 5.6899 -0.6894
O 0.7293 4.2760 -0.6161
C 0.7499 3.7243 0.6884
C -0.4802 4.0676 1.5110
H 2.8323 5.9342 -0.4717
H 1.8992 7.4300 -0.2685
H 1.9353 6.2235 1.0157
H 0.6633 5.9325 -1.7522
H -0.2281 6.0756 -0.2499
H 1.6664 4.0128 1.2137
H 0.7942 2.6417 0.5559
H -0.5171 5.1310 1.7555
H -0.4764 3.5115 2.4493
H -1.3910 3.8245 0.9604
C -0.0507 -4.6865 0.8997
C 1.1542 -5.0309 0.0417
O 2.2100 -4.0925 0.1443
C 2.7804 -3.9423 1.4313
C 3.4177 -5.2133 1.9660
H -0.3738 -3.6605 0.7110
H -0.8786 -5.3624 0.6821
H 0.1749 -4.7692 1.9646
H 0.8562 -5.0304 -1.0079
H 1.5156 -6.0409 0.2631
H 2.0387 -3.5503 2.1355
H 3.5490 -3.1751 1.3286
H 2.6702 -5.9803 2.1778
H 3.9535 -5.0076 2.8936
H 4.1175 -5.6273 1.2385
*
```

=====

No. 4
DFT (ωB97M-V with the def2-TZVPD basis set) results for C11H32MgN4O5 as an isolated structure in a non-equilibrium geometry.

Frontier orbital gap in eV: 6.18
HOMO level in eV: -6.009

```
! wB97M-V def2-TZVPD RIJCOSX def2/J DEFGRID3
* xyz 0 1
O 3.3691 1.8042 -2.7042
H 2.5221 2.3518 -2.7743
Mg -0.0748 -0.3596 0.2735
N -1.7435 -0.9667 -1.1369
N 0.6549 -1.1015 -2.1205
O -3.1301 -0.7353 -0.8079
O 1.8299 -1.2923 -2.5433
C -1.6669 -1.2672 -2.4365
C -0.3634 -1.3844 -3.0057
C -2.9671 -1.3050 -3.1251
C -0.1710 -1.6484 -4.4697
H -3.4671 -0.3352 -3.0749
H -3.6434 -2.0466 -2.7036
H -2.8146 -1.5561 -4.1693
H 0.8942 -1.8087 -4.6403
H -0.4983 -0.7750 -5.0575
H -0.7250 -2.5194 -4.8580
H -3.1472 -0.4783 0.1314
H 2.8319 1.0467 -2.2198
O -0.0408 -2.4437 0.4473
H -0.8627 -2.6410 -0.0302
H 0.6646 -3.0710 0.1389
C -0.2219 1.5467 -0.0800
H 0.7876 1.2263 0.3916
H -0.3954 0.9102 -1.0020
H -0.1350 2.6412 -0.3561
O -1.6700 4.3655 -0.2734
H -2.3478 4.4008 -0.9081
H -1.3657 5.2691 -0.0891
C -1.5768 -0.8311 2.7353
N -0.7325 0.2751 2.2466
C -1.5736 1.4920 2.0461
C 0.4018 0.5725 3.2115
C 1.7509 0.8115 2.5484
N 2.0151 -0.1864 1.4527
C 3.2587 0.2247 0.7502
C 2.3044 -1.4950 2.0892
H -2.2720 -1.1393 1.9297
H -0.9242 -1.6795 3.0056
H -2.1486 -0.4753 3.6108
H -2.1552 1.6766 2.9644
H -0.9617 2.3771 1.8191
H -2.2833 1.3261 1.2209
H 0.1133 1.4836 3.7632
H 0.4619 -0.2780 3.9047
H 1.7973 1.8314 2.1420
H 2.5144 0.7169 3.3490
H 4.0770 0.5140 1.4482
H 3.6096 -0.6192 0.1414
H 3.0650 1.0701 0.0818
H 3.0971 -1.4067 2.8632
H 1.4000 -1.8966 2.5634
H 2.6587 -2.1917 1.3165
*
```

=====

No. 5
DFT (ωB97M-V with the def2-TZVPD basis set) results for C11H32N4O5Sc as an isolated structure in a non-equilibrium geometry.

Frontier orbital gap (alpha / beta) in eV: 6.22 / 6.01
ΔE to the lowest compared entry with this formula, charge and spin in kJ/mol: 0.00
HOMO level (alpha / beta) in eV: -8.528 / -8.317

```
! wB97M-V def2-TZVPD RIJCOSX def2/J DEFGRID3
* xyz 1 1
O 2.9116 1.2512 -1.6408
H 3.4158 1.7500 -2.2849
Sc 0.5055 0.0536 0.0953
N -1.4980 -0.1270 -0.9316
N 0.7018 -0.6506 -1.9128
O -2.7704 0.2002 -0.3455
O 2.0256 -1.0877 -2.3391
C -1.5469 -0.5756 -2.2068
C -0.3013 -0.8585 -2.7885
C -2.8374 -0.9784 -2.8279
C -0.0530 -1.3398 -4.1825
H -3.7403 -0.4452 -2.5137
H -2.9891 -2.0469 -2.6266
H -2.7500 -0.8839 -3.9152
H 1.0142 -1.4969 -4.2394
H -0.3055 -0.5884 -4.9435
H -0.5368 -2.2898 -4.4598
H -2.7977 -0.3147 0.4881
H 2.5763 -0.2792 -2.1142
O 1.1973 -2.1425 0.3059
H 0.4650 -2.8100 0.2867
H 1.6313 -2.2586 -0.5710
C 1.6056 2.0468 -1.3486
H 1.7964 2.6738 -0.4439
H 0.6887 1.4153 -1.3382
H 1.4526 2.7251 -2.2363
O -1.4147 2.9531 0.2417
H -2.0254 2.7406 -0.4969
H -1.0393 3.8123 -0.0230
C 2.2955 1.9642 2.0250
N 2.1501 0.5468 1.6126
C 3.4424 0.0508 1.1066
C 1.7705 -0.2962 2.7677
C 0.3726 0.0980 3.2685
N -0.7018 -0.0247 2.2192
C -1.2732 -1.4008 2.3465
C -1.7837 0.9445 2.5715
H 2.7454 2.5108 1.1920
H 1.3360 2.4284 2.2881
H 2.9921 2.0332 2.8752
H 4.2159 0.3004 1.8506
H 3.4040 -1.0436 1.0251
H 3.6622 0.5088 0.1350
H 1.8313 -1.3689 2.4934
H 2.5011 -0.1237 3.5906
H 0.1124 -0.5685 4.1257
H 0.4043 1.1393 3.6349
H -1.9443 -1.4201 3.2277
H -1.8696 -1.6742 1.4644
H -0.4663 -2.1370 2.5028
H -2.2312 0.6454 3.5365
H -1.3767 1.9546 2.6681
H -2.5667 0.9683 1.8089
*
```

=====

No. 6
DFT (ωB97M-V with the def2-TZVPD basis set) results for C11H33AsF6O5 as an isolated structure in a non-equilibrium geometry.

Frontier orbital gap in eV: 10.76
ΔE to the lowest compared entry with this formula, charge and spin in kJ/mol: 35.86
HOMO level in eV: -10.841

```
! wB97M-V def2-TZVPD RIJCOSX def2/J DEFGRID3
* xyz 0 1
O -0.0572 0.9004 0.1031
H 0.7663 0.5316 0.4309
H -0.6377 1.0667 0.8494
H -0.3909 0.1575 -0.4052
As -3.1873 2.8160 -0.0712
F -4.0955 3.1117 1.4773
F -2.5741 1.3786 0.7939
F -2.1833 2.2539 -1.4961
F -3.9113 4.2557 -0.9337
F -1.8657 3.8639 0.4937
F -4.6057 1.8385 -0.6274
C 0.4767 2.3587 4.5809
C -0.2207 2.5674 3.2109
O -0.4771 1.2767 2.8191
H 0.6713 3.3262 5.0438
H 1.4628 1.8967 4.5328
H -0.0939 1.8469 5.3559
H 0.4717 3.0582 2.5271
H -1.1024 3.2059 3.2668
H -1.0479 0.8603 3.4689
C 3.4899 -1.1610 2.2447
C 2.8847 0.1061 1.5824
C 4.0027 1.0064 1.1106
O 2.1111 -0.2811 0.4439
H 3.7269 -0.9789 3.2929
H 4.3696 -1.4592 1.6742
H 2.8437 -2.0384 2.2206
H 2.2823 0.7116 2.2595
H 4.7177 1.2976 1.8801
H 3.6353 1.9050 0.6150
H 4.5966 0.5090 0.3438
H 2.6840 -0.8419 -0.0842
C -1.3818 -0.5976 -5.3177
C -0.3450 -1.2820 -4.4626
C 0.4407 -0.2671 -3.5686
O -1.1508 -2.1134 -3.6184
H -2.1191 -1.1916 -5.8577
H -0.8225 -0.0114 -6.0468
H -1.9490 0.1437 -4.7547
H 0.2824 -1.9592 -5.0421
H 1.0962 -0.7742 -2.8606
H -0.2476 0.3680 -3.0109
H 1.0344 0.3728 -4.2215
H -1.8565 -2.5035 -4.1394
C -1.0540 -2.1196 1.2833
C -0.5249 -2.3366 -0.1532
C -1.2339 -3.5977 -0.6910
O -0.9128 -1.3037 -0.9729
H -0.6247 -1.2143 1.7125
H -0.7010 -2.9249 1.9274
H -2.1389 -2.0773 1.3803
H 0.5497 -2.5188 -0.1566
H -1.1159 -3.5863 -1.7745
H -2.2986 -3.6902 -0.4767
H -0.6906 -4.4721 -0.3324
H -0.9778 -1.6899 -1.8494
*
```

=====

Repeat the second record exactly.
DFT (ωB97M-V with the def2-TZVPD basis set) results for C11H30FeGeO4S4Si3 as an isolated structure in a non-equilibrium geometry.

Frontier orbital gap (alpha / beta) in eV: 4.84 / 4.85
HOMO level (alpha / beta) in eV: -0.515 / -0.528

```
! wB97M-V def2-TZVPD RIJCOSX def2/J DEFGRID3
* xyz -2 5
Fe -6.6756 -15.5699 -1.9743
S -1.8948 -13.1329 -2.6686
C -3.1973 -14.2583 -2.6127
S -4.1966 -15.3815 -3.4884
S -3.8970 -14.5196 -0.9527
O -7.6750 -14.2328 -1.1558
C -8.5040 -19.2499 -1.4281
S -7.1455 -18.2263 -2.0922
O -6.3538 -19.1982 -2.8249
O -6.3736 -17.6277 -0.9630
O -7.8828 -17.0921 -2.7444
H -8.3069 -19.5775 -0.4143
H -8.5455 -20.1379 -2.1028
H -9.4562 -18.7333 -1.4453
C -9.9481 -13.8037 -0.9895
Si -8.2288 -13.1293 -0.1299
C -8.2733 -11.2572 -1.0810
C -8.5251 -12.8335 1.9651
Ge -5.3927 -13.7395 1.3652
Si -3.9006 -11.5709 1.6645
C -2.0739 -12.4763 1.9295
C -4.2809 -10.4186 3.0830
C -3.7624 -10.7248 -0.1224
Si -5.5415 -15.7721 2.9651
C -7.0536 -16.5749 2.2021
C -5.7346 -15.2951 4.8057
C -3.8416 -16.4662 2.4538
H -10.7956 -13.0694 -0.8812
H -10.2638 -14.7818 -0.5987
H -9.7765 -13.9858 -2.0773
H -9.3326 -10.9628 -1.2978
H -7.8102 -11.3299 -2.0962
H -7.7562 -10.4551 -0.5005
H -9.5048 -12.3287 1.9349
H -7.7633 -12.1190 2.2825
H -8.5950 -13.7572 2.4984
H -2.2337 -13.1857 2.7707
H -1.3723 -11.7466 2.4238
H -1.6768 -13.0405 1.0743
H -3.9404 -10.7500 4.0762
H -5.2898 -10.0173 3.2225
H -3.6459 -9.5294 2.8000
H -3.2912 -11.2435 -0.9766
H -3.3261 -9.6712 -0.0023
H -4.7686 -10.4068 -0.4295
H -8.0612 -16.1568 2.3947
H -7.0481 -17.6386 2.4829
H -6.9744 -16.6199 1.0857
H -6.4313 -14.4608 4.9216
H -4.7752 -14.9569 5.2551
H -6.0946 -16.1453 5.4106
H -3.9735 -17.5633 2.5257
H -3.0518 -16.1140 3.1574
H -3.5918 -16.2209 1.4055
*
```